The molecule C5H12BF3N2 at a distorted geometry. Source: the OMol25 dataset; level of theory: the ωB97M-V functional and the def2-TZVPD basis.

Total charge   0
⟨S²⟩   2.008
HOMO-LUMO gap (alpha / beta)   4.149 / 6.287 eV
E   -17184.29185 eV
2S+1   3

Each line ends with the Mulliken spin population.
Geometry (Å):
1 H 0.7410 -3.1543 0.0237  0.0606
2 H 0.4591 3.2143 0.0739  0.0089
3 N -0.1723 -1.2705 0.0230  0.2400
4 H 1.2976 2.0887 -1.1813  -0.0148
5 C 0.4306 -2.4388 0.7580  0.0954
6 H -1.5837 -0.9020 -1.3433  -0.0013
7 H -1.5283 -2.5194 -0.9025  0.0095
8 F 2.4713 0.0597 -1.3353  0.0041
9 C 2.1613 0.0673 0.0437  -0.1011
10 F 2.8358 -0.9816 0.5253  -0.0071
11 C -1.4926 -1.5590 -0.5199  0.0054
12 H -1.4681 1.7054 1.5291  -0.0096
13 H -0.2378 2.6033 -1.5636  0.0084
14 H -2.3291 -1.3935 0.1250  -0.0045
15 C -1.5929 1.6003 0.4400  0.1296
16 B 0.3773 0.0005 0.1442  1.1169
17 N -0.2829 1.2325 -0.0222  0.4889
18 C 0.4092 2.3154 -0.6552  0.0343
19 H -0.2268 -2.9748 1.5089  -0.0244
20 F 2.7427 1.1815 0.6149  -0.0154
21 H -2.3832 0.7669 0.4317  0.0461
22 H 1.2495 -2.1414 1.2879  -0.0730
23 H -1.8775 2.4993 -0.0061  0.0032


A cluster of 2 separate species, C5H12BO4 in total. Source: the OMol25 dataset; level of theory: the ωB97M-V functional and the def2-TZVPD basis.

Total charge   -1
HOMO-LUMO gap   8.432 eV
E   -14246.59915 eV

Each line ends with the natural charge from an NBO analysis.
Geometry (Å):
1 O 2.9150 0.1092 1.7665  -0.7339
2 H 1.9502 0.0590 1.7131  0.4955
3 H 2.9342 2.0017 0.8851  0.1484
4 H -0.5498 3.0956 -0.8970  0.2271
5 H -2.9070 -2.8941 -1.3254  -0.0677
6 C -0.2376 -1.0571 0.3515  0.8375
7 O 0.4733 -1.8198 0.9276  -0.5661
8 C -1.3255 -1.2920 -0.6250  -0.7444
9 H -0.8007 -1.5759 -1.5482  0.2355
10 H -1.9666 -3.3782 0.3841  -0.0483
11 H 3.0572 0.6343 -0.2420  0.1576
12 H -1.2747 1.7205 -1.7372  0.2469
13 C -0.7750 1.3518 0.2940  0.8219
14 O 0.0858 0.3359 0.6157  -0.6267
15 H 4.4269 1.0481 0.8066  0.1649
16 C -0.4980 2.0147 -1.0300  -0.7348
17 H -1.8485 -0.3548 -0.8347  0.1956
18 C 3.3393 0.9911 0.7547  -0.2394
19 O -1.6305 1.7005 1.0486  -0.5483
20 H -3.3731 -1.9425 0.3829  -0.0642
21 H 0.4689 1.7195 -1.4311  0.2252
22 B -2.4639 -2.4677 -0.2596  -0.3827


The molecule C5H12BrN at a distorted geometry. Source: the OMol25 dataset; level of theory: the ωB97M-V functional and the def2-TZVPD basis.

Total charge   0
⟨S²⟩   2.009
Relative energy (zero: lowest compared OMol25 entry of this formula, charge and spin)   0.0 kcal per mole
HOMO-LUMO gap (alpha / beta)   6.088 / 7.840 eV
E   -76906.75304 eV
2S+1   3

Each line ends with the natural charge from an NBO analysis.
Geometry (Å):
1 C -0.1506 1.5710 -0.1753  -0.2995
2 C 0.7467 -0.8537 0.1974  -0.0641
3 H -1.0773 2.8050 1.4290  0.2142
4 H -2.2391 2.3365 0.2426  0.2321
5 H -0.8785 3.6668 -0.0471  0.2174
6 N -0.4198 0.2538 0.4152  -0.3287
7 C 0.7309 -1.3157 -1.3310  -0.6277
8 H 0.6562 -1.9060 2.1803  0.2195
9 H 0.8986 -2.4633 -1.3521  0.2153
10 H -0.1158 -1.1257 -1.8886  0.2285
11 H 0.8630 1.9253 0.0228  0.2001
12 C 0.5193 -2.0695 1.0615  -0.6325
13 C -1.1001 2.6187 0.3791  -0.6271
14 Br -2.0643 -0.4713 -0.0325  -0.0393
15 H 1.1108 -2.7648 0.6112  0.2115
16 H 1.6661 -0.3723 0.5240  0.2068
17 H 1.6638 -0.9581 -1.9420  0.2160
18 H -0.5431 -2.4690 1.0031  0.2374
19 H -0.2668 1.5922 -1.2975  0.2202


> Number 1 is which compound?

C5H12BF3N2